1.
{"formula": "C5H13AlF4N2", "method": "ωB97M-V/def2-TZVPD", "multiplicity": 1, "orbital_gap_ev": 9.63, "homo_ha": -0.393, "total_charge": 0, "symbols": ["N", "C", "C", "C", "C", "C", "N", "H", "H", "H", "H", "H", "H", "H", "H", "H", "H", "H", "H", "H", "F", "Al", "F", "F", "F"], "coordinates": [[-1.049, -0.014, 0.277], [-0.215, -1.157, 0.069], [1.068, -0.779, -0.651], [1.755, 0.382, 0.057], [1.972, 0.133, 1.558], [0.896, -0.669, 2.297], [0.167, -1.678, 1.438], [-1.939, -0.283, 0.690], [-1.303, 0.358, -0.649], [-0.693, -1.985, -0.469], [0.801, -0.487, -1.667], [1.725, -1.655, -0.690], [2.724, 0.563, -0.409], [1.160, 1.280, -0.091], [2.948, -0.323, 1.737], [2.004, 1.107, 2.049], [1.354, -1.258, 3.092], [0.144, -0.034, 2.754], [-0.687, -1.951, 1.924], [0.718, -2.529, 1.333], [-4.059, 1.215, -2.740], [-2.732, 2.231, -2.967], [-2.194, 2.188, -4.555], [-1.501, 1.554, -1.943], [-3.061, 3.790, -2.445]], "forces_ev_per_a": [[-0.32, -0.48, 0.00], [-0.08, 0.22, -0.56], [0.03, 0.13, 0.26], [-0.05, 0.06, -0.01], [-0.01, 0.15, -0.03], [0.20, -0.07, 0.21], [-0.06, 0.03, 0.11], [-0.02, -0.01, -0.03], [0.15, 0.70, 0.06], [0.01, -0.20, 0.31], [0.05, -0.10, -0.04], [-0.04, -0.02, -0.15], [0.00, 0.02, 0.01], [-0.04, -0.04, 0.02], [-0.06, -0.14, -0.10], [0.11, -0.07, 0.09], [-0.06, 0.06, 0.05], [-0.09, 0.03, -0.27], [0.00, -0.01, 0.04], [0.12, 0.04, -0.08], [0.01, -0.05, 0.04], [-0.02, -0.18, 0.15], [0.09, -0.02, 0.00], [0.02, -0.07, -0.11], [0.06, 0.02, 0.04]], "lowdin_charge": [0.10, -0.36, -0.13, -0.18, -0.15, -0.11, 0.09, 0.10, 0.07, 0.16, 0.13, 0.12, 0.12, 0.12, 0.11, 0.12, 0.13, 0.13, 0.17, 0.18, -0.19, -0.14, -0.18, -0.20, -0.18]}

***

2.
{"formula": "C5H13Br2N5O2P2S", "method": "ωB97M-V/def2-TZVPD", "multiplicity": 1, "orbital_gap_ev": 4.78, "homo_ha": -0.231, "total_charge": 0, "symbols": ["C", "C", "Br", "C", "Br", "N", "C", "P", "N", "N", "C", "N", "P", "O", "N", "S", "H", "H", "H", "H", "H", "H", "H", "H", "H", "H", "H", "H", "O", "H"], "coordinates": [[3.809, 0.665, 0.345], [2.631, 1.215, -0.449], [3.271, 2.619, -1.639], [1.774, 0.204, -1.257], [2.585, -1.572, -1.445], [0.403, 0.120, -0.825], [-0.641, 0.464, -1.582], [-0.734, 1.093, -3.331], [-2.093, 0.695, -3.982], [-1.787, 0.315, -0.948], [-1.444, -0.139, 0.277], [-2.350, -0.373, 1.209], [-2.158, -0.895, 2.883], [-1.369, 0.130, 3.612], [-0.094, -0.303, 0.405], [0.925, -0.864, 1.635], [4.065, 1.420, 1.088], [4.687, 0.561, -0.285], [3.578, -0.240, 0.892], [1.952, 1.703, 0.245], [1.736, 0.565, -2.274], [0.378, 0.576, -4.029], [-0.638, 2.491, -3.204], [-1.920, 0.131, -4.807], [-3.303, -0.220, 0.906], [-1.452, -2.116, 2.877], [-3.474, -1.113, 3.467], [0.714, -2.194, 1.515], [-4.232, -2.590, 3.986], [-4.815, -2.348, 4.715]], "forces_ev_per_a": [[0.22, 0.84, 0.13], [-0.09, -0.60, 0.56], [-0.18, -0.04, -0.02], [0.68, -0.11, 0.32], [-0.16, 0.15, -0.08], [0.45, 0.15, -0.99], [-0.40, 0.13, 0.25], [-1.49, -0.33, -1.09], [0.58, 0.09, 0.04], [0.66, 0.08, -0.09], [-0.92, -0.07, 0.62], [0.44, -0.70, -0.23], [-0.30, 0.96, 2.31], [0.62, 0.22, -0.36], [0.04, 0.09, -0.54], [-0.09, 0.04, 0.52], [0.06, 0.04, 0.03], [-0.01, -0.39, -0.08], [-0.06, -0.20, -0.18], [-0.07, 0.19, -0.07], [-0.21, -0.07, -0.13], [0.42, 0.38, 0.55], [0.63, -0.16, 0.46], [-0.34, -0.20, 0.03], [-0.04, 0.00, -0.13], [-0.30, -0.12, -0.71], [-0.55, -1.41, -0.51], [-0.01, 0.16, -0.35], [0.45, 1.06, -0.26], [-0.02, -0.17, -0.01]], "lowdin_charge": [-0.21, -0.76, 0.74, -0.71, 0.76, -0.12, -0.36, 0.76, -0.29, 0.18, -0.39, -0.01, 0.67, -0.49, -0.31, 0.93, 0.09, 0.07, 0.02, 0.08, 0.01, 0.02, 0.02, -0.03, 0.13, 0.00, 0.00, -0.07, -0.58, -0.14]}

***

3.
{"formula": "C5H13ClO6PS", "method": "ωB97M-V/def2-TZVPD", "multiplicity": 1, "orbital_gap_ev": 8.73, "homo_ha": -0.502, "total_charge": 1, "symbols": ["C", "C", "C", "Cl", "C", "P", "O", "C", "O", "S", "O", "O", "O", "H", "H", "H", "H", "H", "H", "H", "H", "H", "H", "O", "H", "H", "H"], "coordinates": [[2.506, -0.683, 0.925], [1.859, -1.860, 0.140], [0.802, -1.402, -0.908], [1.671, -0.571, -2.252], [-0.402, -0.596, -0.322], [-0.448, 1.267, -0.431], [-0.212, 1.900, -1.795], [-0.764, -0.880, 1.201], [-2.169, -1.142, 1.327], [-2.527, -2.029, -0.044], [-2.219, -3.463, 0.010], [-3.974, -1.842, -0.198], [-1.549, -1.139, -1.037], [1.722, -0.024, 1.340], [3.096, -1.125, 1.741], [3.186, -0.127, 0.263], [2.642, -2.381, -0.434], [1.396, -2.602, 0.813], [0.372, -2.321, -1.333], [-1.779, 1.640, -0.051], [0.393, 1.776, 0.597], [-0.215, -1.680, 1.713], [-0.637, 0.076, 1.749], [-0.634, 4.769, -0.540], [-0.317, 3.987, -1.081], [-1.606, 4.856, -0.579], [-0.191, 5.596, -0.812]], "forces_ev_per_a": [[-0.20, -0.94, -0.31], [-0.04, 0.68, -0.27], [1.01, -0.48, 0.84], [-0.47, -0.03, 0.35], [-0.58, -1.45, 0.48], [-0.39, 0.66, -2.51], [-0.07, 0.58, 1.89], [0.14, 1.07, 1.00], [1.00, -1.23, -2.47], [-4.67, -2.18, 1.16], [1.46, 3.33, -0.07], [3.25, 0.98, -0.53], [-1.01, -0.07, 0.74], [0.53, -0.13, -0.01], [-0.19, 0.44, -0.14], [-0.34, 0.00, 0.30], [-0.32, 0.07, 0.28], [0.20, 0.31, -0.25], [-0.02, 0.53, 0.01], [0.51, -0.64, 0.50], [-0.17, -0.48, -0.09], [0.13, 0.30, -0.48], [0.21, -0.63, 0.13], [0.17, -0.13, -0.12], [-0.07, -0.60, -0.34], [-0.06, 0.01, -0.09], [0.01, 0.05, -0.03]], "lowdin_charge": [-0.09, -0.26, -0.61, 0.68, -0.52, 0.80, -0.47, -0.20, -0.18, 0.75, -0.22, -0.24, -0.21, 0.04, 0.09, 0.07, 0.11, 0.11, 0.12, 0.06, 0.04, 0.14, 0.11, 0.32, 0.15, 0.20, 0.20]}

***

4.
{"formula": "C5H13FNO", "method": "ωB97M-V/def2-TZVPD", "multiplicity": 1, "orbital_gap_ev": 12.34, "homo_ha": -0.576, "smiles": "CC(C)[C@H]([NH3+])[C@H](O)F", "total_charge": 1, "symbols": ["C", "C", "C", "C", "N", "C", "O", "F", "H", "H", "H", "H", "H", "H", "H", "H", "H", "H", "H", "H", "H"], "coordinates": [[1.281, -1.529, -0.991], [-0.092, -0.844, -0.601], [-0.764, -1.626, 0.644], [0.131, 0.599, -0.307], [0.793, 0.815, 1.126], [-1.021, 1.611, -0.367], [-0.581, 2.916, -0.156], [-1.781, 1.247, 0.779], [2.070, -1.560, -0.266], [1.860, -1.049, -1.805], [1.063, -2.564, -1.198], [-0.714, -1.048, -1.428], [-1.369, -0.907, 1.233], [-1.524, -2.342, 0.295], [-0.091, -2.365, 1.240], [0.875, 0.941, -1.001], [1.208, 1.768, 1.039], [1.425, 0.019, 1.221], [0.179, 1.041, 1.927], [-1.627, 1.381, -1.159], [-1.320, 3.496, -0.225]], "forces_ev_per_a": [[-0.38, 0.70, -0.37], [1.46, -2.53, 2.51], [0.12, -0.73, -0.23], [0.04, 1.78, 0.71], [-0.51, 1.66, -1.66], [1.48, -0.41, 3.78], [0.88, -2.17, -0.57], [-0.36, 0.38, -0.28], [0.06, 0.06, 1.35], [-1.01, -0.23, -0.21], [0.07, -0.30, -0.42], [-0.87, 0.55, -1.02], [0.75, -0.65, 0.13], [0.22, 0.35, -0.34], [-0.68, 1.94, -0.77], [0.64, 0.42, -0.20], [0.76, -1.08, -0.11], [0.23, 0.48, 0.70], [-0.36, -1.36, -0.51], [-1.60, 0.17, -2.37], [-0.95, 0.94, -0.12]], "lowdin_charge": [-0.05, -0.32, -0.04, -0.18, 0.26, -0.29, 0.08, -0.01, 0.06, 0.10, 0.09, 0.13, 0.07, 0.08, 0.12, 0.15, 0.18, 0.16, 0.18, 0.15, 0.11]}

***

5.
{"formula": "C5H13KO5", "method": "ωB97M-V/def2-TZVPD", "multiplicity": 1, "orbital_gap_ev": 7.79, "homo_ha": -0.306, "total_charge": 0, "symbols": ["K", "O", "C", "O", "O", "H", "C", "C", "O", "H", "H", "H", "H", "H", "H", "C", "C", "O", "H", "H", "H", "H", "H", "H"], "coordinates": [[0.365, 2.075, 1.306], [3.346, -1.221, 2.833], [3.043, -0.582, 1.656], [2.777, 0.652, 1.709], [2.990, -1.269, 0.603], [3.584, -2.096, 2.467], [-3.381, 0.257, 0.022], [-2.746, 0.222, 1.402], [-2.282, 1.555, 1.710], [-2.722, 0.763, -0.689], [-4.357, 0.738, 0.039], [-3.460, -0.740, -0.413], [-1.886, -0.444, 1.313], [-3.518, -0.071, 2.111], [-2.114, 1.573, 2.658], [1.397, 0.227, -2.909], [0.675, -0.539, -1.804], [0.952, 0.068, -0.545], [1.101, 1.272, -3.000], [1.342, -0.316, -3.854], [2.452, 0.266, -2.621], [1.049, -1.563, -1.806], [-0.400, -0.496, -1.991], [1.791, -0.331, -0.195]], "forces_ev_per_a": [[0.83, -0.63, -0.35], [0.37, -0.55, -0.92], [-0.94, 1.73, -0.87], [-0.16, -0.58, 0.69], [0.20, -0.28, 0.49], [-0.11, 0.18, 0.66], [0.28, 0.06, -0.35], [-0.16, 0.25, -1.27], [0.12, -0.09, 0.32], [-0.06, 0.30, 0.18], [0.03, 0.04, -0.12], [-0.26, -0.13, 0.36], [-0.09, -0.22, 0.63], [0.37, -0.30, 0.32], [-0.23, 0.06, 0.05], [0.73, -0.33, 0.35], [0.50, 0.89, -0.14], [-0.50, 0.05, -0.02], [-0.41, -0.11, -0.13], [-0.16, 0.25, -0.12], [0.03, -0.09, -0.13], [-0.30, -0.15, 0.05], [-0.08, -0.28, 0.21], [0.01, -0.05, 0.11]], "lowdin_charge": [0.93, 0.06, -0.79, -0.12, -0.04, 0.11, -0.08, -0.28, -0.18, 0.07, 0.08, 0.08, 0.11, 0.12, 0.07, -0.09, -0.31, -0.21, 0.07, 0.07, 0.08, 0.12, 0.10, 0.03]}

***

6.
{"formula": "C5H13N", "method": "ωB97M-V/def2-TZVPD", "multiplicity": 2, "orbital_gap_ev": [2.38, 8.85], "homo_ha": [0.066, -0.169], "total_charge": -1, "symbols": ["C", "C", "C", "H", "H", "H", "H", "H", "H", "C", "C", "N", "H", "H", "H", "H", "H", "H", "H"], "coordinates": [[0.297, -0.125, -2.090], [1.383, 0.781, -1.557], [2.456, 0.277, -0.891], [-0.112, 0.181, -3.058], [0.722, -1.126, -2.197], [-0.524, -0.153, -1.368], [1.319, 1.859, -1.734], [3.304, 0.875, -0.565], [2.545, -0.782, -0.647], [-1.613, 0.890, 1.840], [-0.670, -0.245, 1.509], [-1.327, -1.343, 0.807], [-2.659, 0.565, 1.875], [-1.369, 1.370, 2.786], [-1.547, 1.678, 1.085], [0.131, 0.107, 0.853], [-0.094, -0.588, 2.387], [-0.628, -2.037, 0.584], [-2.140, -1.724, 1.269]], "forces_ev_per_a": [[0.38, 0.44, 0.60], [0.06, 0.10, -0.18], [0.26, -0.07, -0.04], [0.03, 0.15, -0.04], [-0.18, -0.13, 0.01], [-0.14, -0.29, -0.26], [-0.04, -0.28, -0.02], [-0.25, 0.11, -0.01], [-0.12, -0.02, -0.08], [-0.15, 0.44, -0.14], [0.79, -0.41, 0.10], [0.04, 0.48, -0.44], [0.08, -0.02, 0.08], [0.01, -0.09, 0.12], [-0.16, -0.11, -0.09], [-0.14, 0.12, -0.09], [-0.45, 0.04, 0.17], [-0.29, -0.31, 0.04], [0.26, -0.16, 0.28]], "lowdin_charge": [-0.20, -0.37, -0.15, 0.03, 0.05, 0.02, 0.01, -0.01, -0.04, -0.17, -0.40, -0.03, 0.04, 0.04, 0.02, 0.05, 0.04, 0.03, 0.04]}

***

Number 1: electronic energy -25850.8950 eV. Number 2: electronic energy -186433.5198 eV. Number 3: electronic energy -50317.0380 eV. Number 4: electronic energy -11643.6018 eV. Number 5: electronic energy -31959.7510 eV. Number 6: electronic energy -6883.0396 eV.